{"formula": "C39H71N2O8", "method": "the ωB97M-V functional and the def2-TZVPD basis", "lumo_ev": -2.576, "max_force_ev_per_a": 2.138, "e_homo_ev": -10.3, "gap_ev": 7.8, "total_energy_ha": -2239.83903, "charge": 1, "elements": ["C", "C", "O", "N", "C", "C", "C", "C", "C", "C", "C", "C", "C", "C", "C", "C", "C", "C", "C", "C", "N", "H", "H", "H", "H", "H", "H", "H", "H", "H", "H", "H", "H", "H", "H", "H", "H", "H", "H", "H", "H", "H", "H", "H", "H", "H", "H", "H", "H", "H", "C", "C", "O", "C", "H", "H", "H", "H", "H", "H", "C", "C", "O", "C", "H", "H", "H", "H", "H", "H", "C", "C", "O", "C", "H", "H", "H", "H", "H", "H", "C", "C", "O", "C", "H", "H", "H", "H", "H", "H", "C", "C", "O", "C", "H", "H", "H", "H", "H", "H", "C", "C", "O", "C", "H", "H", "H", "H", "H", "H", "C", "C", "O", "C", "H", "H", "H", "H", "H", "H"], "xyz": [[2.328, 0.897, -4.073], [1.403, 1.115, -5.232], [1.841, 1.169, -6.346], [0.014, 1.244, -5.040], [-0.503, 1.342, -3.660], [-0.839, -0.016, -3.020], [0.152, -0.461, -1.936], [-0.517, -1.185, -0.761], [0.441, -2.107, -0.021], [0.050, -2.550, 1.398], [1.383, -2.467, 2.179], [1.358, -2.539, 3.694], [0.948, -1.235, 4.369], [0.828, -1.368, 5.861], [1.946, -1.232, 6.688], [1.835, -1.332, 8.074], [0.595, -1.590, 8.655], [-0.526, -1.738, 7.837], [-0.409, -1.622, 6.455], [1.955, -1.202, 1.541], [1.868, -1.633, 0.111], [3.337, 0.982, -4.456], [2.205, 1.653, -3.305], [2.232, -0.089, -3.628], [-0.234, 2.111, -5.505], [0.117, 1.946, -2.998], [-1.447, 1.871, -3.744], [-1.820, 0.075, -2.559], [-0.868, -0.778, -3.791], [0.893, -1.139, -2.365], [0.692, 0.402, -1.543], [-1.322, -1.799, -1.153], [-0.951, -0.472, -0.062], [0.428, -3.010, -0.629], [-0.683, -1.870, 1.833], [-0.384, -3.539, 1.439], [1.970, -3.325, 1.826], [2.362, -2.795, 4.027], [0.708, -3.355, 4.000], [-0.007, -0.878, 3.979], [1.698, -0.471, 4.159], [2.920, -1.043, 6.252], [2.709, -1.198, 8.693], [0.511, -1.666, 9.727], [-1.476, -1.937, 8.305], [-1.289, -1.717, 5.831], [1.148, -0.481, 1.643], [2.912, -0.816, 1.861], [2.249, -1.009, -0.600], [2.419, -2.487, 0.011], [4.022, 4.912, -1.763], [2.700, 4.675, -2.448], [2.096, 3.629, -2.301], [2.176, 5.786, -3.310], [4.292, 4.039, -1.172], [4.799, 5.093, -2.507], [3.951, 5.780, -1.107], [2.888, 5.995, -4.111], [2.029, 6.684, -2.715], [1.223, 5.498, -3.745], [2.571, 1.865, -11.418], [1.760, 2.921, -10.707], [1.646, 4.042, -11.150], [1.100, 2.524, -9.412], [2.991, 2.283, -12.330], [3.383, 1.522, -10.774], [1.937, 1.015, -11.673], [1.850, 2.207, -8.686], [0.401, 1.703, -9.579], [0.557, 3.378, -9.011], [1.323, 6.878, -9.767], [1.849, 8.279, -9.586], [2.139, 8.715, -8.494], [2.001, 9.115, -10.834], [1.265, 6.389, -8.796], [0.329, 6.906, -10.213], [1.983, 6.303, -10.414], [1.034, 9.231, -11.326], [2.693, 8.632, -11.525], [2.387, 10.097, -10.569], [-1.977, 9.221, -2.690], [-1.121, 8.141, -3.303], [-0.188, 7.654, -2.706], [-1.481, 7.699, -4.701], [-1.614, 9.448, -1.690], [-1.933, 10.124, -3.299], [-3.013, 8.886, -2.627], [-1.417, 8.543, -5.388], [-2.499, 7.304, -4.717], [-0.792, 6.924, -5.028], [-3.590, -5.696, 6.662], [-2.965, -5.003, 7.850], [-2.983, -3.798, 7.956], [-2.325, -5.884, 8.889], [-4.017, -4.954, 5.991], [-2.834, -6.273, 6.127], [-4.380, -6.370, 6.998], [-1.516, -6.463, 8.439], [-3.067, -6.561, 9.309], [-1.920, -5.265, 9.686], [-2.999, -5.777, 13.199], [-3.561, -6.914, 12.381], [-4.144, -6.714, 11.339], [-3.362, -8.308, 12.921], [-3.210, -4.833, 12.702], [-3.455, -5.769, 14.190], [-1.919, -5.892, 13.307], [-3.832, -8.400, 13.901], [-2.296, -8.523, 13.018], [-3.811, -9.029, 12.242], [-1.526, -7.337, 1.417], [-2.148, -6.281, 0.539], [-1.594, -5.222, 0.329], [-3.489, -6.600, -0.066], [-0.566, -6.985, 1.789], [-2.180, -7.551, 2.263], [-1.373, -8.253, 0.847], [-4.219, -6.786, 0.722], [-3.413, -7.488, -0.694], [-3.825, -5.762, -0.673]], "forces_ev_per_angstrom": [[0.310, -0.002, 0.280], [-0.369, -0.438, 0.179], [0.352, 0.295, -0.982], [0.535, 0.864, 1.238], [-0.554, -0.303, -0.263], [0.637, 0.336, 0.326], [-0.113, -0.224, 0.320], [0.479, 0.652, 0.120], [-1.483, -1.338, -0.765], [0.337, 0.454, 0.708], [-0.136, -0.397, -0.297], [0.035, 0.286, -0.090], [-0.072, 0.003, 0.161], [-0.026, 0.007, 0.607], [-0.145, -0.073, 0.145], [-0.349, -0.085, -0.316], [0.145, 0.082, -0.645], [0.375, 0.091, 0.279], [0.210, 0.002, 0.154], [-0.747, -0.389, 0.205], [0.699, -0.366, 0.005], [0.118, -0.041, -0.140], [-0.142, 0.044, 0.157], [-0.189, -0.129, -0.012], [-0.297, -0.400, -0.616], [0.198, 0.038, 0.000], [-0.053, 0.176, -0.113], [-0.166, -0.139, -0.023], [-0.306, -0.083, -0.158], [0.071, -0.016, -0.163], [0.106, 0.155, -0.059], [-0.153, -0.221, 0.183], [-0.161, 0.181, -0.058], [0.667, -0.069, -0.119], [0.011, 0.171, -0.002], [-0.025, -0.236, -0.296], [0.224, 0.004, 0.089], [0.078, -0.083, 0.143], [-0.113, -0.064, 0.060], [-0.069, 0.030, -0.114], [0.029, 0.119, -0.118], [0.028, 0.075, -0.059], [0.096, -0.019, 0.051], [-0.081, -0.012, 0.110], [-0.184, -0.063, -0.162], [-0.099, -0.027, 0.001], [0.414, 0.692, 0.124], [0.274, -0.097, -0.204], [-0.600, 0.421, 0.030], [0.218, 0.122, 0.087], [-0.066, -0.240, 0.098], [0.015, 0.070, -0.037], [-0.025, -0.041, 0.030], [0.002, -0.357, -0.064], [-0.001, 0.004, -0.003], [-0.004, 0.138, 0.019], [0.062, 0.085, -0.092], [0.045, 0.113, 0.073], [0.056, 0.089, -0.048], [-0.035, 0.029, 0.024], [0.021, 0.193, -0.146], [-0.060, 0.057, 0.056], [0.054, -0.078, -0.093], [-0.012, 0.201, -0.034], [-0.007, 0.007, 0.003], [-0.069, -0.109, 0.038], [0.045, -0.073, 0.101], [-0.068, -0.169, 0.005], [0.098, -0.106, 0.062], [-0.007, 0.004, -0.015], [0.065, 0.159, 0.286], [-0.027, -0.011, 0.051], [-0.010, -0.001, -0.006], [0.083, 0.151, 0.170], [0.001, -0.007, -0.002], [0.057, -0.064, -0.151], [-0.115, -0.021, -0.135], [0.029, -0.094, -0.094], [-0.102, -0.050, -0.077], [-0.001, -0.005, 0.009], [0.157, -0.046, 0.168], [0.005, 0.036, 0.000], [-0.119, 0.038, 0.001], [0.175, -0.136, 0.068], [0.006, -0.004, -0.003], [-0.116, -0.025, -0.056], [-0.037, 0.072, -0.108], [-0.116, 0.013, -0.008], [-0.052, 0.115, -0.051], [0.010, 0.015, -0.004], [-0.049, 0.219, -0.070], [0.032, 0.016, 0.066], [-0.031, -0.014, -0.070], [0.101, 0.202, -0.017], [-0.002, 0.007, 0.014], [-0.038, -0.119, 0.062], [0.075, -0.103, -0.008], [-0.078, -0.090, -0.021], [0.029, -0.097, -0.041], [-0.014, 0.001, 0.007], [-0.092, 0.113, -0.187], [-0.036, 0.008, 0.026], [-0.001, -0.041, 0.049], [-0.110, -0.035, -0.205], [-0.009, -0.008, -0.003], [0.106, -0.053, 0.058], [-0.012, -0.050, 0.128], [0.114, 0.010, 0.064], [-0.002, 0.021, 0.134], [-0.005, 0.008, -0.001], [0.169, 0.203, 0.005], [-0.045, -0.029, -0.018], [0.089, 0.055, 0.014], [0.056, 0.237, -0.089], [-0.003, -0.004, -0.002], [-0.049, -0.116, -0.058], [-0.109, -0.061, 0.054], [0.007, -0.136, -0.015], [-0.056, -0.082, 0.096], [0.003, -0.002, 0.003]], "lowdin_charge": [0.0070, -0.5080, 0.0762, 0.0626, -0.1950, -0.1552, -0.2183, -0.1373, -0.2537, -0.0780, -0.2926, -0.1373, -0.1625, -0.2447, -0.0492, -0.0788, -0.0760, -0.0704, -0.0360, -0.0614, 0.1014, 0.0910, 0.0456, 0.0664, 0.1322, 0.0954, 0.1166, 0.1098, 0.1210, 0.0983, 0.1096, 0.1324, 0.1262, 0.1564, 0.1283, 0.1007, 0.1481, 0.1253, 0.1309, 0.1169, 0.1157, 0.1084, 0.1006, 0.1013, 0.0869, 0.1123, 0.1406, 0.1464, 0.1732, 0.1794, -0.0179, -0.4788, 0.0264, -0.0177, 0.0769, 0.0892, 0.0899, 0.0970, 0.0765, 0.0711, -0.0210, -0.4931, 0.0556, -0.0221, 0.0811, 0.0858, 0.0852, 0.0672, 0.0889, 0.0768, -0.0318, -0.5058, 0.0558, -0.0248, 0.0766, 0.0898, 0.0659, 0.0842, 0.0857, 0.0795, -0.0209, -0.4909, 0.0562, -0.0159, 0.0817, 0.0884, 0.0861, 0.0901, 0.0861, 0.0727, -0.0228, -0.4883, 0.0555, -0.0200, 0.0778, 0.0790, 0.0877, 0.0878, 0.0642, 0.0828, -0.0209, -0.4977, 0.0494, -0.0206, 0.0822, 0.0868, 0.0858, 0.0872, 0.0859, 0.0818, -0.0160, -0.4905, 0.0400, -0.0160, 0.0788, 0.0887, 0.0910, 0.0911, 0.0912, 0.0830]}